Entry 1:
The following is a DFT calculation (ωB97M-V with the def2-TZVPD basis set) of a 18-piece molecular cluster, C9H52NO18 overall in a non-equilibrium geometry.

Element x y z (Å)
C -12.7780 -30.4715 3.8309
C -12.8104 -29.7635 2.4822
C -12.1284 -28.4128 2.7242
C -11.8598 -27.6696 1.4230
C -11.1450 -28.5914 0.4222
C -11.7730 -29.9716 0.2247
N -12.0715 -30.5402 1.5221
O -12.4908 -31.8767 1.4649
C -10.7089 -30.8623 -0.4309
C -12.9567 -29.8541 -0.7590
C -14.2770 -29.5475 2.1057
H -13.2841 -29.8454 4.5704
H -13.2593 -31.4448 3.7749
H -11.7439 -30.5993 4.1562
H -11.1616 -28.5440 3.2237
H -12.7372 -27.8364 3.4279
H -11.1800 -26.8307 1.6165
H -12.7826 -27.2434 1.0032
H -10.1012 -28.7205 0.7447
H -11.0575 -28.0515 -0.5307
H -11.0810 -31.8690 -0.6151
H -9.8566 -30.9534 0.2450
H -10.3530 -30.4131 -1.3622
H -13.5509 -30.7634 -0.6532
H -12.6351 -29.8595 -1.7973
H -13.5880 -29.0004 -0.5145
H -14.7812 -30.5031 1.9630
H -14.4515 -28.8880 1.2543
H -14.8344 -29.0387 2.9176
O -14.3586 -33.3074 3.3522
H -13.5854 -33.0069 2.8247
H -14.0958 -33.2189 4.2833
O -16.0886 -29.0882 5.6640
H -15.8320 -28.1579 5.5934
H -16.0814 -29.4119 4.7504
O -9.4887 -31.0782 2.6345
H -10.3015 -30.6074 2.3070
H -9.8642 -31.9718 2.7551
O -12.6277 -31.1539 -4.1658
H -13.1450 -30.5596 -3.6083
H -13.2746 -31.7853 -4.5004
O -6.8739 -30.3250 1.8285
H -6.9335 -29.6575 2.5191
H -7.7467 -30.7685 1.8686
O -16.1993 -27.9312 -1.4201
H -16.3653 -27.3841 -2.1970
H -15.4265 -27.5385 -0.9924
O -13.9974 -29.9000 7.4761
H -14.3441 -29.3807 8.2078
H -14.5395 -29.6355 6.7053
O -14.4190 -32.5939 6.1145
H -14.5459 -31.8594 6.7362
H -14.2838 -33.3732 6.6677
O -11.9798 -34.4729 0.3443
H -11.0211 -34.5112 0.2246
H -12.1680 -33.5163 0.4251
O -16.2780 -30.7907 -1.8859
H -16.1598 -29.8544 -1.6505
H -15.7748 -31.2649 -1.1854
O -14.8019 -32.6489 -0.3407
H -14.4288 -32.1620 0.4269
H -14.0685 -33.2013 -0.6346
O -10.4279 -33.7674 2.6925
H -11.1452 -33.3405 2.1687
H -10.8899 -34.4352 3.2083
O -17.3413 -29.1453 1.0421
H -17.3080 -28.3280 1.5536
H -17.4081 -28.8579 0.1192
O -8.9918 -33.7370 -1.6701
H -9.6494 -33.1655 -2.0881
H -8.9505 -34.5200 -2.2297
O -14.9618 -26.2222 2.6918
H -14.4170 -25.6167 2.1768
H -14.6393 -27.1030 2.4485
O -8.4510 -30.9098 5.2986
H -8.7358 -30.9923 4.3559
H -9.0775 -31.4352 5.8129
O -10.6396 -32.4804 6.3942
H -11.5594 -32.3668 6.1132
H -10.5467 -33.4212 6.5700

total charge = -1
E_HOMO = -4.22 eV
gap between HOMO and LUMO = 5.926 eV

Atom charges from the Löwdin analysis, given in e for atoms 1 to 6:
1. C -0.016
2. C -0.515
3. C -0.138
4. C -0.177
5. C -0.130
6. C -0.507

Entry 2:
The following is a DFT calculation (ωB97M-V with the def2-TZVPD basis set) of one molecule with the formula C21H20F4O4 in a non-equilibrium geometry.

Element x y z (Å)
O -4.6098 4.6394 3.5117
F -1.3203 -0.3106 -1.7880
F -0.6246 -1.1846 -5.1987
F 1.0078 0.0357 -5.2652
F -0.7761 0.9040 -4.3896
O -3.3856 3.8226 1.6833
O -2.5547 -0.8221 3.9884
O 4.1085 -1.6297 -2.0245
C -4.1394 3.6986 2.8127
C -0.6598 -0.0519 2.7461
C -1.8471 -2.0256 2.1067
C 0.1149 0.0096 1.6104
C -1.1506 -1.9265 0.8474
C 1.9977 -1.4665 -0.6914
C 1.9869 -1.0716 -3.0749
C -0.0345 -0.7616 -1.9053
C -1.6048 -0.9868 2.9956
C 2.7278 -1.3458 -1.9081
C -0.1752 -1.0149 0.6323
C 0.6254 -1.0731 -0.6700
C 0.6013 -0.7544 -3.1268
C 0.0205 -0.2425 -4.4748
C 5.1653 0.5021 -1.4723
C 6.3781 -1.4699 -2.7178
C -3.8101 -0.0393 3.7003
C -5.2559 1.4719 1.9872
C 5.0693 -0.6404 -2.5530
C -4.5711 2.2532 3.1060
C -3.8659 1.0035 2.5788
H -3.4581 4.6856 1.3625
H -0.5202 0.7022 3.5187
H -2.7283 -2.7038 2.4086
H 0.8126 0.7552 1.5348
H -1.2182 -2.6904 0.0492
H 2.3816 -1.8079 0.2048
H 2.6026 -1.0985 -3.9253
H 6.2011 0.5277 -0.9371
H 4.5238 0.3089 -0.6646
H 5.0791 1.5197 -1.8854
H 6.2773 -1.9086 -3.7432
H 7.2869 -0.8579 -2.8025
H 6.5009 -2.2273 -1.9857
H -4.5501 -0.7787 3.4909
H -4.2429 0.3717 4.6421
H -5.1042 1.5482 0.8722
H -6.1559 0.9180 2.3199
H 4.7541 -0.2572 -3.5668
H -4.9035 2.2950 4.1648
H -2.9564 1.1752 1.8956

SMILES string = CC(C)Oc1cc(-c2ccc(OC[C@H]3C[C@@H]3C(=O)O)cc2)c(F)c(C(F)(F)F)c1
E_HOMO = -9.05 eV
gap between HOMO and LUMO = 9.433 eV

Atom charges from the natural (NBO) analysis, given in e for atoms 1 to 6:
1. O -0.600
2. F -0.329
3. F -0.323
4. F -0.309
5. F -0.330
6. O -0.684

Entry 3:
The following is a DFT calculation (ωB97M-V with the def2-TZVPD basis set) of a 2-piece molecular cluster, F2H2NPS overall in a non-equilibrium geometry.

Element x y z (Å)
N -1.5122 0.3962 -0.4009
F 1.2007 -1.0307 -1.1940
F 0.7624 -1.1272 1.1104
P 0.8852 0.0150 -0.0259
S 2.2040 1.3715 0.3208
H -1.7236 0.9366 0.4334
H -1.8166 -0.5615 -0.2438

spin multiplicity = 3
expectation value of S² = 2.01
E_HOMO (spin up / spin down) = -8.20 / -10.24 eV
gap between HOMO and LUMO (spin up / spin down) = 9.089 / 6.728 eV

Atom charges from the natural (NBO) analysis, given in e for atoms 1 to 6:
1. N -0.604
2. F -0.564
3. F -0.571
4. P 1.493
5. S -0.383
6. H 0.316

We obtain energy relative to the best compared isomer or geometry (same formula, charge and spin) values of 0.00, 63.47, 0.74 kcal/mol for the records listed above, in that order.